{
  "formula": "C2HClF2NO2",
  "method": "ωB97M-V/def2-TZVPD",
  "homo_energy_ev": -3.65,
  "de_lowest_kcal_mol": 83.7,
  "max_force_ev_per_a": 2.20,
  "charge": -1,
  "lumo_energy_ha": 0.12625,
  "homo_lumo_gap_ha": 0.2603,
  "e_tot_ev": -25631.5224,
  "species": ["C", "C", "N", "O", "O", "F", "F", "Cl", "H"],
  "positions_angstrom": [[-1.69, -0.45, -1.11], [1.20, 0.40, 0.60], [-2.21, -0.89, -0.03], [-0.79, -1.30, -0.56], [-1.61, 0.25, -2.11], [1.26, 1.38, -0.33], [2.45, -0.11, 0.79], [0.86, 1.20, 2.17], [0.52, -0.49, 0.59]]
}